No. 1
70
Properties=species:S:1:pos:R:3 method="wB97M-V/def2-TZVPD" total_charge=0 gap_ev="6.29 / 6.30" relative_energy_kcal_mol=33.41
Pd -0.156 -0.730 -0.252
Cl -1.729 -7.600 -2.250
C -1.345 -6.164 -1.385
C -1.057 -4.987 -2.072
Cl -1.148 -4.964 -3.784
C -0.719 -3.838 -1.375
Cl -0.485 -2.329 -2.182
C -0.620 -3.831 0.033
O -0.255 -2.806 0.704
C -1.018 -5.018 0.699
Cl -1.147 -4.914 2.403
C -1.363 -6.164 0.011
Cl -1.830 -7.573 0.863
C 2.081 -0.950 -0.396
Si 2.291 0.791 0.247
C 1.188 1.837 -0.973
N -0.209 1.432 -0.865
C -0.894 2.084 0.269
C -2.186 2.781 -0.153
C -1.882 3.762 -1.282
C -1.216 3.040 -2.468
C -0.949 1.569 -2.120
C 4.003 1.609 0.199
C 4.879 1.501 1.274
C 6.102 2.147 1.266
C 6.487 2.901 0.171
C 5.634 3.002 -0.914
C 4.411 2.359 -0.899
C 1.598 0.922 2.019
C 0.697 -0.045 2.459
C 0.163 -0.004 3.734
C 0.543 1.000 4.608
C 1.447 1.963 4.191
C 1.958 1.932 2.906
H 2.325 -1.771 0.278
H 2.409 -1.163 -1.409
H 1.531 1.600 -1.981
H 1.302 2.915 -0.830
H -0.217 2.818 0.722
H -1.122 1.337 1.041
H -2.594 3.317 0.705
H -2.922 2.041 -0.467
H -1.214 4.532 -0.888
H -2.800 4.260 -1.595
H -0.270 3.522 -2.722
H -1.853 3.081 -3.352
H -0.359 1.091 -2.911
H -1.897 1.029 -2.016
H 4.597 0.911 2.133
H 6.755 2.076 2.123
H 7.439 3.411 0.164
H 5.918 3.595 -1.769
H 3.759 2.445 -1.756
H 0.440 -0.881 1.803
H -0.539 -0.766 4.045
H 0.144 1.027 5.610
H 1.762 2.735 4.877
H 2.655 2.693 2.584
Se -2.334 -2.048 1.973
N -3.561 -2.970 1.152
C -3.900 -2.318 0.031
C -4.855 -2.706 -0.915
C -5.057 -1.871 -1.991
C -4.306 -0.700 -2.118
N -3.378 -0.313 -1.267
C -3.182 -1.094 -0.199
N -2.288 -0.772 0.757
H -5.407 -3.625 -0.792
H -5.793 -2.106 -2.745
H -4.462 -0.044 -2.964

No. 2
60
Properties=species:S:1:pos:R:3 method="wB97M-V/def2-TZVPD" total_charge=+1 gap_ev="6.63 / 6.64"
C -0.789 -1.841 2.784
C -0.642 -2.227 1.418
C 0.744 -2.384 1.141
H -1.463 -2.448 0.736
C 1.480 -2.117 2.336
C 0.535 -1.719 3.361
H 0.769 -1.446 4.382
H -1.722 -1.688 3.317
H 1.168 -2.770 0.214
H 2.551 -2.226 2.476
Ti 0.494 -0.204 1.935
Cl 2.461 0.815 1.641
P 0.300 -0.012 -1.457
C 1.529 -1.117 -2.146
C 1.235 -1.880 -3.287
H 0.236 -1.849 -3.708
C 2.239 -2.646 -3.872
H 2.010 -3.217 -4.773
C 3.521 -2.663 -3.319
H 4.315 -3.247 -3.799
C 3.812 -1.934 -2.153
H 4.814 -1.955 -1.720
C 2.813 -1.170 -1.554
H 3.013 -0.600 -0.644
C -1.325 -0.507 -2.029
C -1.726 -1.856 -1.914
H -1.031 -2.607 -1.539
C -3.006 -2.226 -2.316
H -3.310 -3.274 -2.249
C -3.885 -1.259 -2.823
H -4.881 -1.557 -3.168
C -3.498 0.087 -2.901
H -4.178 0.839 -3.305
C -2.230 0.471 -2.477
H -1.914 1.513 -2.521
C 0.673 1.650 -2.027
C 1.216 1.792 -3.315
H 1.454 0.897 -3.893
C 1.423 3.066 -3.826
H 1.818 3.171 -4.833
C 1.114 4.187 -3.041
H 1.266 5.187 -3.460
C 0.623 4.044 -1.737
H 0.392 4.923 -1.138
C 0.422 2.777 -1.209
H 0.076 2.637 -0.187
C -1.110 1.168 2.097
C -1.060 1.292 3.579
C -2.203 0.971 4.345
C -2.139 0.985 5.732
C -0.945 1.338 6.382
C 0.178 1.693 5.634
C 0.123 1.696 4.239
H -0.815 2.071 1.535
H -1.999 0.679 1.682
H -3.119 0.689 3.815
H -3.028 0.721 6.309
H -0.902 1.329 7.470
H 1.107 1.966 6.132
H 0.997 1.990 3.648

No. 3
72
Properties=species:S:1:pos:R:3 method="wB97M-V/def2-TZVPD" total_charge=-2 gap_ev=6.65 relative_energy_kcal_mol=19.05
Cs -2.374 1.497 -0.379
O 1.632 2.256 -0.331
C 1.851 3.653 -0.463
C 1.353 4.362 0.787
N -0.074 4.116 0.967
C -0.873 5.097 0.230
C -0.970 4.861 -1.313
O -0.838 5.860 -2.042
O -1.189 3.676 -1.672
C -0.421 4.085 2.386
C -1.886 3.652 2.658
O -2.475 4.173 3.619
O -2.321 2.788 1.860
H 0.700 2.176 -0.071
H 1.346 4.030 -1.355
H 2.929 3.785 -0.590
H 1.583 5.442 0.744
H 1.894 3.952 1.644
H -0.498 6.115 0.424
H -1.898 5.049 0.602
H -0.217 5.042 2.893
H 0.211 3.323 2.860
O -2.920 -1.901 -0.857
S -3.302 -1.346 -2.152
O -4.108 -2.230 -2.969
O -3.797 0.031 -2.061
C -1.750 -1.136 -3.067
C -1.939 -0.665 -4.365
C -0.881 -0.459 -5.225
C 0.406 -0.747 -4.794
C 0.600 -1.212 -3.506
C -0.467 -1.394 -2.611
P -0.138 -1.985 -0.893
C 1.682 -1.967 -0.819
C 2.406 -3.098 -0.427
C 3.768 -3.017 -0.179
C 4.440 -1.812 -0.325
C 3.730 -0.683 -0.705
C 2.364 -0.754 -0.935
C -0.492 -3.761 -1.160
C -1.299 -4.393 -0.219
C -1.604 -5.743 -0.347
C -1.110 -6.467 -1.418
C -0.315 -5.842 -2.370
C -0.012 -4.496 -2.242
H -2.951 -0.460 -4.689
H -1.066 -0.077 -6.222
H 1.260 -0.606 -5.446
H 1.607 -1.433 -3.188
H 1.900 -4.048 -0.312
H 4.304 -3.908 0.129
H 5.503 -1.750 -0.129
H 4.217 0.280 -0.800
H 1.846 0.164 -1.191
H -1.713 -3.811 0.593
H -2.243 -6.219 0.387
H -1.354 -7.519 -1.522
H 0.061 -6.400 -3.219
H 0.596 -4.000 -2.990
Se 2.022 -0.092 2.304
N 0.263 0.246 2.157
C -0.202 0.347 3.382
C -1.569 0.633 3.700
C -1.919 0.767 4.999
C -0.966 0.609 6.061
C 0.335 0.332 5.815
C 0.763 0.200 4.456
N 2.011 0.006 4.087
H -2.268 0.812 2.895
H -2.933 1.039 5.258
H -1.316 0.744 7.078
H 1.082 0.233 6.592

No. 4
84
Properties=species:S:1:pos:R:3 method="wB97M-V/def2-TZVPD" total_charge=0 gap_ev=7.27 relative_energy_kcal_mol=13.57
Zr 0.387 1.842 0.467
S 4.728 3.061 -0.520
C 3.132 2.958 -0.171
S 2.483 2.941 1.447
S 1.875 2.818 -1.378
F -1.655 4.727 4.085
C -1.057 5.241 3.027
F 0.248 5.057 3.102
F -1.310 6.544 2.976
S -1.722 4.469 1.445
O -0.563 3.763 0.876
O -2.214 5.551 0.664
N -2.859 3.513 1.921
S -2.883 1.959 1.819
O -1.767 1.423 1.026
O -3.255 1.281 3.005
C -4.285 1.673 0.658
F -5.427 2.073 1.196
F -4.360 0.366 0.396
F -4.092 2.322 -0.489
I -1.521 3.451 -2.472
C -1.410 5.585 -2.490
I 0.285 6.449 -1.569
H -2.293 5.940 -1.975
H -1.402 5.879 -3.531
O -0.595 0.543 -1.047
P -0.850 -0.896 -1.430
C 0.730 -1.755 -1.686
P 2.016 -1.263 -0.482
O 1.793 0.150 -0.053
C 3.578 -1.424 -1.327
C 4.192 -2.666 -1.484
C 5.384 -2.753 -2.182
C 5.964 -1.602 -2.706
C 5.358 -0.367 -2.537
C 4.156 -0.271 -1.850
C 2.003 -2.412 0.890
C 1.123 -3.479 1.025
C 1.143 -4.252 2.178
C 2.037 -3.956 3.194
C 2.920 -2.890 3.063
C 2.904 -2.117 1.917
C -1.805 -1.790 -0.210
C -1.480 -1.650 1.140
C -2.243 -2.283 2.107
C -3.319 -3.073 1.726
C -3.635 -3.233 0.383
C -2.886 -2.588 -0.588
C -1.755 -0.954 -2.972
C -1.485 -1.875 -3.979
C -2.254 -1.877 -5.133
C -3.287 -0.962 -5.280
C -3.560 -0.044 -4.274
C -2.799 -0.041 -3.117
H 1.112 -1.446 -2.663
H 0.585 -2.836 -1.700
H 3.750 -3.555 -1.049
H 5.870 -3.711 -2.306
H 6.903 -1.672 -3.240
H 5.818 0.533 -2.923
H 3.685 0.695 -1.705
H 0.402 -3.710 0.251
H 0.449 -5.076 2.284
H 2.045 -4.555 4.095
H 3.616 -2.659 3.859
H 3.576 -1.272 1.819
H -0.646 -1.039 1.456
H -1.994 -2.129 3.149
H -3.923 -3.560 2.481
H -4.479 -3.844 0.092
H -3.155 -2.689 -1.632
H -0.679 -2.591 -3.875
H -2.043 -2.589 -5.920
H -3.881 -0.962 -6.184
H -4.362 0.672 -4.390
H -3.013 0.668 -2.326
C 1.750 1.134 4.456
S 0.255 0.941 3.543
O -0.492 -0.129 4.144
O 0.721 0.545 2.152
O -0.375 2.245 3.429
H 2.330 0.222 4.333
H 1.472 1.274 5.498
H 2.296 1.991 4.073

No. 5
68
Properties=species:S:1:pos:R:3 method="wB97M-V/def2-TZVPD" total_charge=+1 gap_ev="7.73 / 7.80" multiplicity=5
Fe -0.299 -0.098 -0.048
C 2.815 -0.678 0.444
N 1.637 -0.590 1.297
C 1.319 -1.748 2.133
C 0.009 -2.386 1.759
N -0.708 -2.057 0.716
C -1.835 -2.868 0.748
C -2.917 -2.942 -0.125
C -3.901 -3.866 0.163
C -3.816 -4.701 1.286
C -2.745 -4.643 2.155
C -1.759 -3.710 1.859
N -0.566 -3.374 2.484
C 2.438 -0.989 -0.976
N 1.218 -0.932 -1.444
C 1.300 -1.329 -2.778
C 0.310 -1.534 -3.736
C 0.710 -1.933 -4.994
C 2.061 -2.136 -5.308
C 3.052 -1.964 -4.363
C 2.640 -1.566 -3.098
N 3.339 -1.344 -1.921
H 3.522 -1.434 0.802
H 3.342 0.279 0.466
H 1.674 0.250 1.859
H 1.269 -1.446 3.183
H 2.111 -2.501 2.062
H -2.975 -2.305 -0.997
H -4.757 -3.954 -0.492
H -4.611 -5.410 1.474
H -2.681 -5.291 3.018
H -0.196 -3.783 3.325
H -0.735 -1.397 -3.500
H -0.036 -2.101 -5.760
H 2.329 -2.451 -6.307
H 4.093 -2.142 -4.597
H 4.328 -1.455 -1.782
C -1.305 0.760 4.304
C -0.373 1.743 3.665
N 0.284 2.582 4.425
C 1.099 3.493 3.861
C 1.298 3.598 2.509
C 2.218 4.665 1.970
O 1.562 5.590 1.112
C 0.634 2.679 1.655
C 0.756 2.819 0.221
N 0.424 1.903 -0.619
C 0.492 2.172 -2.002
C 1.593 2.775 -2.601
C 1.615 2.983 -3.972
C 0.541 2.597 -4.758
C -0.562 1.989 -4.176
C -0.572 1.771 -2.811
I -2.198 0.796 -1.905
C -0.236 1.724 2.233
O -0.909 0.844 1.564
H -1.235 0.846 5.385
H -1.076 -0.261 3.992
H -2.332 0.950 3.988
H 1.607 4.162 4.547
H 3.013 4.226 1.365
H 2.697 5.180 2.808
H 0.925 6.095 1.628
H 1.107 3.785 -0.143
H 2.436 3.069 -1.989
H 2.479 3.450 -4.427
H 0.560 2.761 -5.826
H -1.400 1.679 -4.785

No. 6
68
Properties=species:S:1:pos:R:3 method="wB97M-V/def2-TZVPD" total_charge=-1 gap_ev="5.95 / 6.06" relative_energy_kcal_mol=24.74 multiplicity=2
Rh -0.072 0.003 -0.373
O 2.132 3.976 -1.372
C 1.263 4.850 -0.847
C 1.635 6.193 -0.760
C 0.776 7.129 -0.223
C -0.485 6.753 0.230
C -0.865 5.429 0.155
C -0.005 4.465 -0.373
C -0.389 3.044 -0.361
O 0.319 2.183 -0.985
N -1.466 2.724 0.353
N -1.601 1.415 0.476
C -2.552 0.768 1.042
S -4.018 1.541 1.687
C -5.195 0.868 0.476
C -5.435 -0.625 0.632
S -4.291 -1.639 -0.344
H 1.703 3.087 -1.345
H 2.616 6.468 -1.125
H 1.088 8.164 -0.154
H -1.159 7.491 0.644
H -1.830 5.098 0.512
H -4.825 1.099 -0.521
H -6.112 1.434 0.655
H -6.433 -0.882 0.268
H -5.356 -0.922 1.677
C 0.092 -4.104 -1.905
C -0.391 -2.988 -0.969
O -0.784 -3.309 0.154
O -0.322 -1.812 -1.484
H -0.767 -4.715 -2.179
H 0.808 -4.717 -1.361
H 0.547 -3.680 -2.796
C 4.669 -3.891 2.317
C 3.973 -4.061 1.128
C 3.235 -3.013 0.602
C 3.175 -1.781 1.250
C 3.855 -1.634 2.454
C 4.604 -2.675 2.982
Ge 2.220 -0.280 0.352
C 3.122 -0.419 -1.437
C 4.447 -0.836 -1.564
C 5.068 -0.886 -2.803
C 4.367 -0.526 -3.945
C 3.043 -0.130 -3.839
C 2.429 -0.076 -2.596
C 3.098 1.344 1.125
C 2.436 2.081 2.105
C 3.015 3.210 2.666
C 4.269 3.626 2.246
C 4.928 2.917 1.252
C 4.347 1.786 0.699
H 5.251 -4.705 2.731
H 4.009 -5.012 0.610
H 2.711 -3.142 -0.338
H 3.814 -0.684 2.975
H 5.141 -2.536 3.912
H 4.996 -1.137 -0.678
H 6.099 -1.211 -2.877
H 4.851 -0.561 -4.913
H 2.488 0.134 -4.731
H 1.389 0.225 -2.517
H 1.449 1.761 2.424
H 2.486 3.768 3.429
H 4.726 4.506 2.681
H 5.901 3.244 0.906
H 4.868 1.239 -0.076
Se -2.141 -1.087 1.128

No. 7
78
Properties=species:S:1:pos:R:3 method="wB97M-V/def2-TZVPD" total_charge=+1 gap_ev="5.90 / 5.05" multiplicity=6
Ir 0.334 0.494 -0.685
Br -5.109 4.861 0.480
C -3.425 4.096 0.408
C -2.643 4.057 1.580
C -1.417 3.468 1.503
C -0.920 2.900 0.293
O 0.256 2.357 0.324
C -1.747 2.941 -0.914
C -1.334 2.415 -2.170
N -0.222 1.662 -2.277
C 0.422 1.484 -3.492
C 0.012 2.025 -4.694
C 0.723 1.775 -5.882
C 1.843 0.996 -5.888
C 2.314 0.448 -4.671
C 3.454 -0.381 -4.604
C 3.845 -0.904 -3.405
C 3.111 -0.563 -2.260
N 2.069 0.235 -2.274
C 1.622 0.713 -3.471
C -2.979 3.560 -0.807
H -3.032 4.467 2.499
H -0.785 3.385 2.376
H -1.955 2.616 -3.035
H -0.865 2.653 -4.749
H 0.358 2.209 -6.803
H 2.381 0.788 -6.803
H 3.996 -0.604 -5.514
H 4.695 -1.565 -3.320
H 3.396 -0.983 -1.302
H -3.631 3.610 -1.668
O -1.390 -2.244 3.941
As -1.719 -1.192 2.563
O -2.089 0.285 3.135
O -0.299 -1.355 1.644
C -3.037 -2.227 1.591
C -3.447 -3.417 2.178
C -4.381 -4.239 1.555
C -4.931 -3.882 0.338
C -4.547 -2.690 -0.257
C -3.608 -1.882 0.368
S -3.191 -0.413 -0.500
O -2.457 -0.982 -1.821
O -4.344 0.223 -1.028
O -2.235 0.333 0.265
H -1.741 -1.814 4.733
H -3.027 -3.717 3.127
H -4.671 -5.166 2.032
H -5.650 -4.519 -0.156
H -4.964 -2.397 -1.211
N -3.384 -4.049 -2.908
C -2.426 -3.510 -2.553
N -1.276 -2.968 -2.146
C -1.291 -1.743 -1.736
N -0.215 -1.139 -1.268
C 3.309 1.311 3.442
N 3.910 0.790 2.142
C 4.361 -0.649 2.374
N 3.277 -1.448 2.807
C 2.682 -0.893 4.024
N 2.234 0.484 3.846
C 1.035 0.590 3.003
P 1.261 -0.260 1.371
C 2.873 0.822 1.052
C 2.275 -1.751 1.780
H 2.980 2.331 3.252
H 4.114 1.301 4.179
H 4.718 1.364 1.894
H 5.143 -0.606 3.135
H 4.775 -1.008 1.432
H 3.433 -0.916 4.817
H 1.834 -1.510 4.317
H 0.817 1.642 2.812
H 0.189 0.196 3.555
H 2.574 1.864 0.921
H 3.379 0.499 0.145
H 2.770 -2.137 0.886
H 1.613 -2.526 2.157

| no. | energy (eV) |
| --- | --- |
| 1 | -178870.75064 |
| 2 | -76469.65889 |
| 3 | -138420.03750 |
| 4 | -168848.95236 |
| 5 | -88560.31877 |
| 6 | -189259.63097 |
| 7 | -211650.76329 |